1.
A structure of composition C23H23FMoN6O12S, computed with ωB97M-V with the def2-TZVPD basis set.

Geometry as XYZ:
```
67
Properties=species:S:1:pos:R:3:forces:R:3
Mo 0.553 -0.677 -0.077 -0.447 -0.619 0.545
S 3.415 -1.459 -1.516 0.061 0.154 0.021
F -3.209 4.831 -1.114 -0.011 0.010 -0.016
O 0.857 1.110 0.801 0.066 0.104 0.176
O -0.643 -2.268 -0.280 0.359 -0.209 -0.205
O -5.555 4.268 0.255 -0.059 0.003 -0.005
O 0.581 -1.392 1.854 0.369 -0.097 -0.452
O 0.622 -1.311 5.777 -0.041 -0.017 0.077
O 0.225 -0.033 4.086 -0.106 0.083 -0.022
O -3.220 1.907 3.381 -0.033 -0.051 0.063
O 2.347 -1.304 -0.329 0.005 0.099 0.020
O -2.366 -6.432 3.947 -0.268 0.017 -0.080
O -1.128 0.308 0.777 0.060 0.137 0.027
O -1.894 -5.440 5.808 -0.211 0.128 0.097
O -0.936 -4.384 -0.219 0.006 0.137 0.084
N -4.368 3.119 1.827 -0.067 0.001 0.067
N 0.070 -0.158 -1.595 -0.031 0.255 -0.414
N -1.945 -5.512 4.605 0.641 -0.273 0.012
N 0.249 -1.108 4.652 0.233 -0.074 -0.038
N -0.735 -3.402 0.412 -0.233 0.016 0.124
N -2.070 2.842 1.653 0.045 0.158 0.017
C -3.233 2.577 2.378 0.030 -0.083 -0.158
C -0.693 0.276 -2.753 -0.024 -0.064 -0.028
C -0.226 -2.276 3.886 -0.063 0.045 0.007
C -0.791 -3.316 4.567 -0.053 0.007 0.091
C -4.499 3.871 0.652 -0.016 -0.027 0.023
C 3.488 0.117 -2.277 0.010 0.024 -0.005
C 3.693 2.490 -2.205 -0.004 0.004 -0.028
C 3.714 2.507 -3.600 0.009 0.001 -0.002
C -0.355 -0.669 -3.908 -0.023 0.010 0.020
C 3.490 0.118 -3.668 -0.044 -0.060 -0.038
C -3.204 4.100 -0.008 -0.005 0.016 -0.025
C -0.837 2.281 2.144 -0.037 0.016 0.045
C -1.298 -4.453 2.499 -0.048 -0.068 -0.167
C -0.254 1.715 -3.040 -0.017 0.010 0.011
C -2.178 0.195 -2.379 0.017 0.033 0.025
C -2.075 3.615 0.495 0.108 -0.069 0.126
C 4.908 -1.529 -0.549 -0.018 -0.035 0.017
C 3.616 1.331 -4.330 0.005 0.011 0.018
C -0.366 1.209 1.220 -0.047 -0.029 -0.015
C -0.718 -3.372 1.811 0.106 0.052 0.035
C -1.317 -4.400 3.855 -0.149 0.101 0.050
C -0.100 -2.279 2.478 -0.212 0.089 0.023
C 3.591 1.291 -1.529 0.007 -0.067 0.113
H -1.744 -5.289 1.976 0.007 0.017 -0.004
H 0.709 -0.632 -4.143 0.007 -0.025 -0.002
H 0.756 1.745 -3.449 0.020 0.004 0.045
H 3.814 3.451 -4.118 -0.002 0.007 -0.003
H -0.939 2.150 -3.767 0.009 -0.026 -0.042
H -2.426 0.895 -1.582 0.006 -0.016 0.020
H 3.775 3.416 -1.651 0.005 0.002 0.009
H 5.736 -1.486 -1.258 -0.001 -0.013 -0.019
H -5.224 2.944 2.342 0.037 0.029 -0.042
H -2.451 -0.815 -2.073 -0.002 -0.003 0.009
H 3.592 1.267 -0.444 -0.005 0.028 -0.053
H 3.410 -0.810 -4.222 0.012 0.010 -0.008
H -0.297 2.326 -2.137 -0.013 0.002 -0.015
H 4.943 -0.688 0.140 -0.010 0.012 -0.014
H -0.908 -0.346 -4.789 -0.005 0.018 -0.009
H 4.912 -2.482 -0.024 0.004 0.010 0.016
H -1.113 3.827 0.044 -0.011 -0.004 -0.004
H -1.068 1.779 3.091 0.055 0.080 0.015
H -0.845 -3.299 5.649 -0.005 -0.004 -0.015
H -0.060 3.026 2.317 -0.006 -0.009 -0.098
H -0.650 -1.693 -3.680 0.021 -0.009 0.002
H 3.640 1.355 -5.411 -0.003 -0.003 -0.007
H -2.765 0.455 -3.258 0.010 0.011 -0.017
```
Positions in Å, forces in eV/Å.

Computed properties:
- LUMO (Eh) = -0.319
- orbital gap (Eh) = 0.1926
- M (g mol⁻¹) = 722.5
- total charge = +2
- largest force on an atom (eV/Å) = 0.94

Here are the natural (NBO) charges for atoms 1 to 2, given in e: atom 1 (Mo): 1.8107, atom 2 (S): 1.2835

=====

2.
A cluster of 11 separate species, C41H53N10O in total at a distorted geometry, computed with ωB97M-V with the def2-TZVPD basis set.

Geometry as XYZ:
```
105
Properties=species:S:1:pos:R:3:forces:R:3
O 0.806 0.651 -0.859 -0.519 -0.141 0.525
N 1.811 -4.128 -1.300 0.055 2.758 -0.641
N -3.702 -0.647 0.586 -0.275 -1.591 -2.424
N 4.595 0.599 1.597 0.760 1.653 1.183
N 2.644 2.642 0.099 4.147 3.829 2.981
N -0.088 2.455 -3.588 1.538 -2.290 2.821
N -1.200 2.801 -0.344 3.251 -3.048 0.448
N -1.334 -1.242 -1.844 4.423 7.362 2.354
N -2.403 3.002 2.796 -0.229 0.259 4.552
N -2.589 -2.683 2.316 1.565 -0.791 -0.122
N 2.131 -1.079 -2.666 -1.911 2.660 2.820
C -3.126 3.835 -0.570 1.365 2.467 -0.074
C 2.209 -5.005 0.751 -1.874 -1.983 0.209
C 5.830 -0.651 2.954 -7.551 -0.513 -4.864
C 3.761 -2.201 -3.706 -5.135 -0.582 -1.413
C 3.433 4.008 1.736 0.941 1.475 -0.288
C -2.475 2.657 -0.693 -1.075 1.077 0.311
C -0.930 4.086 0.039 2.506 0.645 -0.326
C -2.064 4.803 -0.176 -2.006 -0.183 0.899
C 2.452 -2.554 -4.182 -1.046 -1.407 -1.333
C -3.237 3.483 3.846 2.840 -2.484 2.108
C -2.292 -0.614 -2.589 -2.775 1.601 -1.355
C -4.891 -1.322 0.467 -2.247 0.248 1.565
C 1.467 -1.873 -3.475 -2.250 -2.359 -3.630
C -0.492 3.822 -5.196 0.690 -1.612 -1.186
C -2.655 -2.858 -2.374 -2.771 1.547 -1.201
C 4.067 -0.600 1.377 -1.420 -2.505 -0.772
C 4.306 4.102 0.487 0.663 1.366 2.875
C -0.041 2.483 -5.734 -1.957 3.721 -5.840
C -2.670 3.149 5.113 2.214 0.604 -2.418
C -1.242 2.450 3.407 0.280 0.436 -2.229
C 1.703 -6.096 -0.250 1.683 3.253 2.361
C 0.297 1.746 -4.713 -0.621 -2.914 2.275
C 1.575 -5.425 -1.417 -0.757 -2.597 -0.968
C -1.222 -2.939 2.069 -0.996 4.319 -3.204
C 2.430 3.166 1.419 -0.452 -1.984 -2.786
C -1.240 2.724 4.764 -2.056 -1.134 0.050
C 5.589 0.611 2.600 -0.772 3.086 -1.150
C 4.735 -1.518 2.215 0.409 -0.150 -1.266
C -1.998 -4.309 3.613 1.724 -1.183 -0.035
C -3.041 -3.568 3.228 1.390 0.151 0.139
C -1.500 -2.527 -1.722 -0.989 -4.435 0.619
C -0.439 3.764 -3.842 -1.752 -1.243 2.271
C 3.494 -1.281 -2.828 0.666 5.411 6.097
C -4.775 -0.078 2.506 -2.949 -1.267 -1.040
C -0.831 -3.946 2.811 3.405 -3.673 1.473
C 0.633 0.102 0.462 -2.861 -2.612 -4.682
C -3.270 -1.555 -2.887 3.974 -2.703 1.574
C -3.647 -0.007 1.769 2.275 2.868 0.707
C 2.141 -3.867 0.017 0.079 -0.391 -1.167
C 3.879 3.187 -0.394 -2.335 -1.336 -0.411
C -5.717 -0.998 1.606 13.966 4.544 -1.995
H -4.071 -1.503 -3.543 -1.377 0.343 -0.889
H -2.179 -4.938 4.458 0.754 -0.808 0.099
H 0.553 0.641 -4.692 -0.231 1.751 0.290
H -3.059 -0.725 -0.244 -0.400 0.476 1.652
H -0.556 -0.465 -1.255 -1.688 -2.588 -2.440
H -2.634 3.095 1.843 -0.003 0.001 -1.196
H 1.514 -7.124 -0.139 0.037 -0.983 0.429
H 4.592 -2.598 -4.038 4.192 -1.635 -1.386
H 1.321 -5.965 -2.324 -0.052 0.708 -0.204
H -5.053 -2.019 -0.410 0.112 1.190 1.311
H -3.913 -3.750 3.777 -1.832 0.933 -0.185
H -2.965 1.766 -0.862 -0.343 -2.017 -0.651
H -0.638 -2.206 1.324 -1.537 -2.180 1.831
H -3.086 -1.988 1.852 -0.837 0.796 -0.551
H 5.157 4.834 0.361 -1.010 -1.319 0.239
H -4.140 4.004 3.842 -1.370 0.480 -1.163
H 1.400 0.244 1.117 1.505 0.909 2.295
H -2.207 5.798 0.244 -0.026 -0.104 -0.652
H 1.684 -3.373 -2.059 0.455 -1.821 1.514
H 1.458 -0.427 -2.025 2.691 -0.619 -0.508
H 4.341 2.797 -1.314 -0.590 0.560 0.463
H 0.147 4.458 0.318 -2.448 -1.046 -0.506
H 0.286 -4.468 2.632 -3.485 1.549 1.030
H -3.165 -3.829 -2.483 0.673 0.543 0.213
H 4.305 1.422 1.117 -0.253 0.562 -0.023
H 4.531 -2.703 2.047 0.936 3.169 0.959
H -6.562 -1.292 1.723 -10.040 -3.430 1.783
H 2.298 -2.854 0.211 0.394 1.260 0.857
H -0.374 2.508 5.420 -1.040 -0.085 -0.365
H -0.515 1.940 -0.394 -0.920 2.188 -0.067
H -0.912 4.294 -2.902 1.264 -0.546 -2.438
H -4.961 0.547 3.463 0.225 -1.574 -1.879
H -0.213 2.200 -6.942 1.060 0.753 3.751
H -0.431 0.157 0.631 -0.574 1.572 1.955
H 3.148 -0.721 0.559 2.908 0.209 2.402
H 3.502 4.541 2.746 0.129 -0.706 -1.934
H 2.283 -5.006 1.904 0.138 -0.315 -2.307
H 1.542 2.718 1.866 0.441 0.657 0.528
H 2.183 -3.205 -5.022 0.440 0.019 0.443
H 0.457 -0.999 0.334 1.498 -0.186 0.171
H 2.066 2.007 -0.309 -2.045 -2.522 -1.862
H -0.111 1.921 -2.675 0.332 1.531 -1.238
H -2.747 0.613 2.009 -0.971 -0.796 -0.236
H -0.912 -3.314 -1.171 -0.183 1.676 -0.494
H 5.880 1.685 2.958 -0.072 -2.539 -0.760
H -0.805 4.633 -5.791 -0.225 0.744 -0.512
H -0.521 1.862 2.674 -1.352 1.624 1.965
H -2.419 0.523 -2.976 1.187 -2.829 1.528
H 6.482 -1.157 3.409 5.201 -3.043 4.257
H 4.148 -0.623 -2.074 -1.262 -1.791 -2.014
H 0.254 -1.977 -3.705 3.650 0.701 1.074
H -3.140 3.208 6.130 0.711 0.367 -1.360
H -4.124 4.055 -0.921 0.006 -0.021 0.380
```
Positions in Å, forces in eV/Å.

Computed properties:
- LUMO (Eh) = 0.098
- orbital gap (Eh) = 0.3234
- M (g mol⁻¹) = 701.9
- total charge = -1
- largest force on an atom (eV/Å) = 14.82

Here are the Löwdin charges for atoms 1 to 2, given in e: atom 1 (O): -0.4540, atom 2 (N): 0.0216

=====

3.
A cluster of 3 separate species, C45H76F2IN8O4P3S in total at a distorted geometry, computed with ωB97M-V with the def2-TZVPD basis set.

Geometry as XYZ:
```
140
Properties=species:S:1:pos:R:3:forces:R:3
I 2.562 3.646 1.907 0.148 0.074 0.238
S 10.152 0.686 -5.651 -0.113 0.007 -0.035
P -5.196 -3.589 -2.330 0.945 -4.872 -3.543
P 8.811 1.875 -4.890 0.779 -0.538 -0.024
P -8.637 0.169 2.569 4.075 3.460 2.973
F 3.996 -0.074 -3.803 -0.301 0.275 0.027
F 6.592 2.492 2.972 0.070 0.096 0.240
O -4.356 -2.531 -2.997 -1.147 1.846 2.664
O -7.903 -1.139 2.438 -2.814 -0.856 -1.651
O 7.966 0.509 1.749 0.119 -0.164 0.034
O 5.461 -1.422 -1.849 -0.122 -0.167 0.133
N -3.988 -4.737 -1.882 -0.165 -0.360 -0.228
N 9.594 2.220 0.249 -0.054 1.718 -2.042
N -9.995 1.288 2.518 -2.072 -3.220 -1.552
N -6.196 -4.015 -3.699 -0.167 -0.607 -0.243
N -2.050 0.221 -2.250 -0.043 0.579 0.006
N -6.394 -4.263 -1.235 -0.257 3.873 1.406
N -8.567 0.325 4.307 0.162 0.531 0.373
N -7.606 1.218 1.666 0.074 0.304 0.331
C 7.176 0.702 -2.943 0.387 -0.170 0.070
C 10.385 2.728 -2.502 -0.233 -0.265 0.699
C -5.815 -5.036 -4.661 0.227 -0.115 0.079
C 5.687 0.524 1.057 -0.325 0.072 -0.038
C -6.435 1.934 2.125 0.116 -0.027 0.153
C 2.905 1.020 3.625 0.024 0.517 -0.277
C -6.657 -3.465 -0.032 0.128 0.051 -0.022
C 2.909 0.133 1.293 0.548 0.107 -0.130
C 0.740 2.419 3.975 0.050 -0.322 -0.501
C 8.800 1.742 -0.796 -0.571 -1.368 1.140
C 5.031 0.883 2.242 0.115 -0.132 0.246
C 8.325 1.476 -3.174 -0.769 0.179 -0.149
C -3.057 -4.272 -0.859 -0.391 0.175 0.280
C 1.155 -1.317 2.262 0.009 0.440 0.283
C -8.889 -0.932 4.977 -0.098 -0.185 -0.236
C 3.650 0.680 2.344 -0.307 -0.318 0.361
C 0.339 -0.423 -1.966 -0.210 0.184 0.181
C 6.525 0.481 4.297 0.019 0.419 0.907
C 2.255 2.448 3.679 -0.340 -0.282 0.434
C -11.081 0.915 1.607 0.107 -0.061 -0.082
C 2.689 -0.826 -0.990 -0.162 0.238 -0.037
C 9.132 1.961 -2.138 0.604 0.355 -0.680
C 5.699 -0.425 -1.211 0.373 0.115 -0.113
C 8.655 4.023 1.596 0.913 0.009 0.113
C 4.812 2.173 -3.593 -0.707 0.040 -0.479
C 0.965 -2.213 3.036 0.457 0.068 0.144
C -7.459 0.969 4.993 0.168 0.104 -0.182
C 3.550 -0.221 0.099 -0.352 -0.246 0.096
C -3.433 -5.810 -2.679 0.010 -0.025 -0.195
C 7.642 0.969 -0.558 -0.185 -0.143 0.229
C 6.873 0.449 -1.598 -0.361 0.046 -0.091
C 4.954 0.827 -4.273 0.832 -0.394 0.047
C 4.926 -0.019 0.012 0.411 0.017 -0.444
C 7.184 0.647 0.844 -0.122 0.356 -0.152
C 1.421 -0.097 1.476 -0.174 -0.563 -0.098
C 1.739 0.197 -1.676 -0.583 -1.092 -0.168
C -6.674 -2.831 -4.408 0.093 0.237 0.182
C 5.752 1.479 3.441 0.126 -0.297 -0.443
C 9.671 3.442 0.631 -0.229 -0.225 0.237
C 10.772 4.411 0.248 0.889 -0.955 1.034
C -9.811 2.709 2.587 0.639 0.293 -0.023
C 6.345 0.159 -4.091 -0.223 0.341 0.049
C -0.825 0.460 -1.482 0.040 -0.667 0.160
C -7.555 0.936 0.236 -0.516 -0.044 -0.020
C -6.490 -5.673 -0.984 0.482 -0.448 -0.253
H 1.598 1.111 -1.095 0.299 0.028 -0.005
H -8.038 -1.622 5.007 -0.044 -0.037 -0.028
H -5.525 1.318 2.101 0.027 0.046 -0.014
H 0.158 2.536 3.059 -0.002 0.003 0.049
H 10.135 3.790 -2.565 0.299 0.047 -0.141
H -4.801 -4.890 -5.061 -0.037 -0.089 -0.089
H -4.178 -6.294 -3.303 -0.019 0.103 0.039
H -9.216 -0.732 5.999 0.037 0.137 -0.013
H 6.090 -0.518 4.284 0.054 0.011 -0.279
H -9.710 -1.444 4.471 0.027 0.001 0.000
H -7.613 -3.737 0.418 0.021 -0.054 -0.023
H -2.613 -5.474 -3.329 0.023 -0.050 0.009
H -6.479 0.577 4.685 0.044 0.065 0.104
H 5.043 1.989 4.087 -0.050 0.139 -0.219
H -5.731 -6.036 -0.277 0.031 0.005 -0.074
H -2.690 0.984 -2.056 -0.073 -0.036 -0.170
H 10.391 5.205 -0.394 -0.171 0.029 0.159
H -3.052 -6.594 -2.018 0.088 0.093 0.053
H 3.577 0.947 4.476 -0.092 -0.109 0.016
H 11.182 4.822 1.177 -0.120 0.420 -0.194
H -6.528 0.937 -0.135 0.036 -0.040 0.100
H 9.097 4.893 2.087 -0.373 0.247 -0.225
H 7.644 1.929 -5.671 -0.035 0.388 0.273
H 1.012 -2.935 3.817 -0.317 -0.183 -0.193
H -7.477 2.052 4.857 0.054 -0.028 -0.102
H 3.260 -1.331 -1.761 0.173 0.068 0.152
H 11.105 2.583 -1.699 -0.001 0.087 -0.045
H 0.476 1.435 4.372 -0.062 0.185 0.307
H 0.902 -0.215 0.531 0.101 0.240 -0.060
H -6.508 -5.024 -5.504 -0.047 0.185 0.037
H 0.969 0.754 1.984 -0.063 -0.007 -0.041
H 4.743 2.081 -2.510 0.214 0.042 0.002
H -8.125 1.683 -0.331 0.104 0.013 -0.073
H -0.503 1.502 -1.544 -0.339 0.069 -0.200
H 9.253 3.209 -4.849 -0.398 0.047 0.072
H -6.276 2.813 1.492 0.017 -0.087 -0.108
H -6.717 -2.405 -0.291 0.019 -0.028 0.042
H -9.494 3.150 1.632 0.065 -0.032 0.040
H 7.582 0.450 4.051 -0.134 -0.151 -0.369
H 6.857 0.293 -5.039 0.214 -0.153 0.113
H -5.921 -2.417 -5.089 -0.014 0.054 0.038
H 7.712 4.263 1.106 -0.080 -0.078 0.109
H 6.215 -0.914 -3.972 -0.158 0.038 0.002
H -5.899 -6.038 -4.238 0.106 0.027 0.045
H -10.844 1.135 0.556 -0.128 0.056 -0.002
H -5.872 -3.581 0.729 -0.117 -0.002 0.098
H 0.218 -0.596 -3.037 -0.065 0.081 0.031
H 2.087 -1.604 -0.513 0.031 0.000 -0.022
H -1.026 0.240 -0.422 0.340 0.237 0.071
H 4.759 0.929 -5.344 -0.012 -0.007 0.031
H -7.476 -5.876 -0.559 -0.028 0.171 -0.007
H -7.569 -3.082 -4.982 0.018 -0.139 0.029
H 10.850 2.364 -3.415 -0.110 0.105 -0.083
H 6.473 0.820 5.338 -0.004 -0.047 -0.040
H -2.537 -0.611 -1.934 0.153 -0.155 -0.157
H 2.158 0.413 -2.654 0.181 0.536 0.215
H -6.420 -6.257 -1.901 0.091 0.089 -0.051
H -7.553 0.817 6.069 -0.110 -0.158 -0.029
H -7.973 -0.047 0.003 0.025 -0.010 0.017
H -6.953 -2.043 -3.706 0.022 -0.010 -0.014
H -3.113 -3.189 -0.724 0.012 0.000 -0.025
H -9.093 2.991 3.357 0.074 -0.114 -0.025
H 5.630 2.832 -3.892 0.138 -0.109 0.225
H -6.551 2.321 3.132 -0.063 -0.085 -0.033
H 11.602 3.902 -0.235 -0.123 0.024 -0.208
H 2.116 0.297 3.815 0.096 -0.104 -0.138
H -2.024 -4.503 -1.125 -0.025 0.014 -0.114
H -11.289 -0.155 1.686 0.031 0.030 -0.008
H 0.425 3.212 4.651 0.103 -0.048 0.071
H 3.900 2.656 -3.957 -0.042 -0.071 0.170
H 8.527 3.278 2.377 -0.404 -0.055 -0.175
H -3.274 -4.739 0.110 0.120 -0.025 0.008
H -12.002 1.441 1.868 0.057 0.055 0.032
H 0.224 -1.403 -1.489 0.179 -0.023 -0.060
H -10.764 3.163 2.871 -0.065 -0.161 0.003
H 2.728 2.977 4.504 0.169 0.269 -0.325
```
Positions in Å, forces in eV/Å.

Computed properties:
- LUMO (Eh) = -0.018
- orbital gap (Eh) = 0.2684
- M (g mol⁻¹) = 1083.0
- largest force on an atom (eV/Å) = 6.12

Here are the Löwdin charges for atoms 1 to 2, given in e: atom 1 (I): 0.8878, atom 2 (S): 0.1283